Entry 1:
Below is C26H21CrIN3O6S as an isolated structure, with properties calculated with wB97M-V/def2-TZVPD.

```
59
Properties=species:S:1:pos:R:3:forces:R:3:mulliken_spin:R:1
Cr 0.23515 -0.06607 0.26113 0.2782 0.3071 -0.3788 1.02
O 3.67048 2.67871 -0.25386 0.0618 0.0259 -0.0198 0.00
C 2.96019 3.76692 -0.60172 -0.0501 -0.0386 -0.0358 0.00
C 3.68386 4.93575 -0.84627 -0.0129 0.0181 0.0002 0.00
C 3.03517 6.09384 -1.21586 0.0263 -0.0055 0.0063 0.00
C 1.64795 6.11877 -1.35160 -0.0523 0.0185 -0.0096 0.00
C 0.92707 4.96912 -1.11361 0.0325 -0.0167 0.0095 0.00
C 1.56076 3.77920 -0.73789 0.0909 -0.0374 0.0167 0.00
C 0.75464 2.57155 -0.49102 0.0318 -0.0712 0.0224 0.00
O 1.37450 1.47471 -0.12697 -0.2095 0.0584 0.1916 -0.01
N -0.53455 2.61172 -0.64518 -0.0595 -0.0478 -0.0272 0.00
N -1.06496 1.35450 -0.38394 0.0570 -0.1033 0.0111 0.00
C -2.31742 1.21362 -0.60635 -0.0869 0.0946 -0.0492 -0.02
C -3.04793 -0.02198 -0.40246 0.0446 0.0599 0.0019 0.01
C -4.38286 -0.10844 -0.80787 -0.0216 0.0479 -0.0373 0.00
C -5.11077 -1.26691 -0.63185 0.0493 -0.0566 0.0389 0.01
C -4.50029 -2.36510 -0.02525 -0.0417 0.0748 -0.0395 0.00
C -3.18810 -2.29642 0.39957 0.0680 -0.1123 0.0514 0.00
C -2.44835 -1.12969 0.21441 0.0685 0.0559 -0.0654 0.00
O -1.19459 -1.06978 0.66014 -0.0252 -0.0288 0.0463 0.02
H 3.04788 1.94304 -0.09969 -0.0287 0.0081 0.0457 0.00
H 4.75920 4.89754 -0.73464 -0.0048 0.0034 -0.0004 0.00
H 3.61329 6.99074 -1.40063 -0.0049 -0.0027 0.0016 0.00
H 1.14085 7.02969 -1.63932 0.0058 -0.0032 0.0005 0.00
H -0.14962 4.95780 -1.20977 -0.0002 0.0101 -0.0021 0.00
H -2.85007 2.08513 -0.97965 -0.0294 -0.0262 0.0042 0.00
H -4.83875 0.75826 -1.27322 -0.0050 -0.0169 0.0070 0.00
H -6.14017 -1.32280 -0.95739 0.0024 0.0054 -0.0004 0.00
H -5.05905 -3.28129 0.11766 0.0032 0.0012 0.0025 0.00
H -2.70080 -3.13807 0.87560 -0.0133 0.0077 -0.0058 0.00
C -0.21068 -5.81987 4.81743 0.0093 0.0354 -0.0119 0.00
C 0.26511 -4.54328 4.17763 -0.0375 -0.0458 0.0258 0.00
C 1.60931 -4.37314 3.85085 0.0220 -0.0056 -0.0053 0.00
C 2.06218 -3.18892 3.29779 0.0005 0.0490 -0.0266 0.00
C 1.15595 -2.16364 3.05672 0.0151 -0.0065 0.0184 0.00
C -0.18660 -2.30550 3.37426 0.0947 -0.0370 -0.0373 0.00
C -0.62044 -3.49813 3.93474 0.0065 0.0167 -0.0004 0.00
S 1.73962 -0.69743 2.27047 -0.4163 0.2730 0.1924 0.00
O 2.93638 -0.26243 2.90314 0.1730 -0.1456 -0.0398 0.00
O 0.60336 0.27656 2.26435 0.2392 -0.3215 -0.1778 0.00
O 1.86808 -1.06656 0.80942 -0.0454 0.0203 0.2304 -0.01
H 0.37766 -6.67421 4.48308 -0.0046 0.0043 0.0004 0.00
H -1.25877 -6.00965 4.58785 0.0038 -0.0047 0.0026 0.00
H -0.11586 -5.75924 5.90371 -0.0021 -0.0067 -0.0036 0.00
H 2.30952 -5.17863 4.03859 0.0022 0.0084 0.0026 0.00
H 3.10846 -3.05253 3.05461 -0.0100 -0.0098 0.0044 0.00
H -0.87293 -1.49681 3.17399 -0.0217 0.0181 -0.0023 0.00
H -1.66727 -3.61602 4.18949 0.0044 0.0035 -0.0032 0.00
I 0.95073 -0.86730 -2.43942 -0.2471 -0.0466 0.0140 0.00
C 1.34027 -2.81684 -1.73018 0.0495 -0.0229 0.0739 0.00
C 2.44808 -3.50183 -2.20339 0.0007 0.0279 -0.0193 0.00
C 2.70269 -4.73883 -1.63594 0.0138 -0.0227 0.0087 0.00
C 1.86358 -5.21356 -0.63831 0.0013 0.0016 0.0188 0.00
C 0.78460 -4.43452 -0.25582 -0.0049 0.0190 -0.0406 0.00
N 0.51981 -3.24900 -0.80646 -0.0145 -0.0348 -0.0183 0.00
H 3.08646 -3.08079 -2.96618 0.0009 -0.0014 0.0046 0.00
H 3.55668 -5.31800 -1.96222 -0.0030 0.0000 0.0017 0.00
H 2.04314 -6.16707 -0.16118 -0.0007 0.0050 -0.0055 0.00
H 0.10407 -4.75940 0.52287 -0.0034 -0.0006 0.0065 0.00
```
Positions in Å, forces in eV/Å.

Summary:
2S+1: 2
Energy above the lowest of the compared OMol25 structures with the same formula, charge and spin: 0.670 eV
Calculated total energy: -3359.49965 hartree

***

Entry 2:
Below is a 2-piece molecular cluster, C26H21NO3 overall, with properties calculated with wB97M-V/def2-TZVPD.

```
51
Properties=species:S:1:pos:R:3:forces:R:3:mulliken_charge:R:1
C -4.24272 1.64987 -2.15147 -0.2948 0.0511 -0.2739 -1.14
C -2.87802 2.24395 -1.92856 -0.1405 -0.2093 0.1058 -0.24
O -1.89372 1.24170 -2.24483 -0.2424 0.5365 0.1680 -0.25
C -0.63535 1.77234 -2.17255 0.5937 0.6583 0.1209 0.16
C 0.39222 0.77329 -2.33909 -1.1762 0.3282 0.1365 -0.49
C 1.73643 1.11755 -2.50001 1.5658 0.2818 0.0221 0.78
C 2.21190 2.47242 -2.41314 0.1406 -0.3293 0.0656 -0.58
C 3.56093 2.76649 -2.42820 -0.2038 -0.1004 -0.0065 -0.68
C 4.51255 1.74076 -2.54682 -0.0071 -0.1020 0.0013 0.52
C 5.91022 2.04702 -2.47294 1.9697 0.3866 -0.0215 0.06
N 7.05154 2.30070 -2.41447 -2.0877 -0.4741 -0.0736 -0.57
C 4.07938 0.41461 -2.72419 0.0411 -0.1162 0.0177 -0.72
C 2.73128 0.10753 -2.72712 -0.2324 0.4858 0.2086 -0.57
O -0.50035 2.99110 -1.97924 -0.1091 -1.3697 -0.1258 -0.74
H -4.97950 2.25010 -1.61237 -0.0503 -0.0970 -0.0616 0.38
H -4.49289 1.69015 -3.21577 -0.0583 -0.1679 0.1208 0.29
H -4.31065 0.61284 -1.81555 0.0453 0.0860 0.0770 0.25
H -2.73919 3.12222 -2.57209 0.0632 -0.2044 0.3367 0.31
H -2.74291 2.54276 -0.87855 0.0322 0.0424 -0.3143 0.30
H 0.05302 -0.23014 -2.54050 -0.0280 -0.0154 -0.2456 0.62
H 1.47960 3.26234 -2.30004 0.2219 -0.1602 -0.0099 0.55
H 3.89379 3.80434 -2.33507 -0.1051 -0.3850 -0.0291 0.41
H 4.82788 -0.37363 -2.84711 -0.2764 0.2647 0.0056 0.40
H 2.39482 -0.91937 -2.87768 0.1731 0.1555 0.0211 0.27
C 1.46537 0.06566 5.92134 -0.2668 -0.1944 -0.3819 -0.41
C 2.35362 -0.05204 4.84410 -0.1136 -0.1175 -0.0973 -0.73
C 1.90550 -0.51202 3.60514 -0.6235 -0.0706 0.0095 -0.45
C 0.54256 -0.85958 3.41401 0.5482 0.4625 1.2809 0.60
C 0.03282 -1.25691 2.12334 -0.6768 -0.4197 -0.5954 0.96
O -1.29061 -1.57604 2.15838 0.6340 0.0949 -0.9404 -0.41
C -1.92693 -2.02475 1.01729 0.4801 -0.0309 0.2068 0.45
C -1.22699 -2.11816 -0.20851 -1.3603 -0.1407 0.3209 0.68
C -1.93032 -2.69729 -1.29849 0.1308 0.1414 0.1246 -0.48
C -3.25091 -3.09316 -1.16080 0.2864 -0.0114 -0.2027 -0.79
C -3.91770 -2.94012 0.06601 0.2184 0.2082 0.1010 -0.37
C -3.25209 -2.41858 1.16685 -0.1745 -0.0161 -0.1377 -0.71
C 0.09947 -1.64511 -0.24690 0.7551 -0.1410 -0.3422 -0.43
C 0.74634 -1.31445 0.93221 -0.1717 0.2226 0.5065 -0.67
C -0.33228 -0.76427 4.52148 0.2400 0.1022 -0.1166 -0.47
C 0.12048 -0.29747 5.75086 0.3240 -0.0215 -0.0820 -0.55
H 1.81501 0.42785 6.88835 -0.0765 -0.0842 -0.2921 0.38
H 3.40550 0.21566 4.97077 -0.3830 -0.0945 -0.0622 0.38
H 2.58810 -0.60831 2.76277 -0.0045 0.1457 0.3469 0.32
H -1.38214 -2.83948 -2.23248 -0.3088 0.1296 0.1962 0.40
H -3.77925 -3.53082 -2.01085 0.2120 0.1652 0.2931 0.39
H -4.96435 -3.22596 0.15310 0.2605 0.0147 0.0070 0.40
H -3.73953 -2.30653 2.13410 0.1406 -0.0356 -0.2395 0.44
H 0.65100 -1.68287 -1.18154 -0.0321 -0.0168 0.2526 0.57
H 1.80763 -1.08065 0.95428 -0.3579 0.0777 -0.1785 0.39
H -1.37634 -1.04412 4.41241 0.2284 0.0913 -0.0049 0.39
H -0.58423 -0.22142 6.58017 0.2573 -0.0073 -0.2185 0.37
```
Positions in Å, forces in eV/Å.

Summary:
Energy above the lowest of the compared OMol25 structures with the same formula, charge and spin: 4.392 eV
Calculated total energy: -1283.75138 hartree